[1]
Formula: C19H51N8O4P3S
Source: OMol25
Level of theory: the ωB97M-V functional and the def2-TZVPD basis

Structure (XYZ):
```
86
Properties=species:S:1:pos:R:3:forces:R:3:lowdin_charge:R:1
C -1.56379 3.69887 -1.96587 0.095 -0.011 -0.191 -0.133
H -0.46090 3.63337 4.92147 0.024 -0.018 -0.026 0.082
H -3.14504 -1.69654 7.02663 0.014 0.063 0.023 0.085
H -2.11049 -0.97174 -4.06720 -0.043 0.010 -0.059 0.081
C 0.29458 -0.23782 7.39721 -0.074 0.049 0.158 -0.133
C -2.41847 -1.59109 6.22004 0.220 -0.200 -0.053 -0.135
H 6.30483 -0.72163 -6.48293 0.108 -0.093 0.026 -0.125
H 2.90093 2.05928 -3.87141 -0.233 0.149 -0.076 0.070
N -0.51393 1.61041 4.42420 -0.067 -0.537 0.133 -0.312
H 6.47567 -2.15328 -4.26697 0.143 0.294 -0.001 0.063
N -3.48071 0.49094 -3.33603 -0.304 0.313 0.209 -0.321
H -0.36340 0.55141 7.74222 -0.042 0.007 -0.064 0.073
H -1.24866 1.84667 2.42166 -0.022 -0.033 0.043 0.071
C 4.48376 -3.91874 -4.73354 -0.476 0.263 -0.411 -0.465
H -3.83780 -1.32922 -4.31240 -0.041 0.049 0.010 0.084
C -1.06469 2.74463 5.12625 0.349 0.271 -0.003 -0.139
H -0.70885 3.23124 -1.48662 0.004 -0.039 -0.028 0.067
H 2.65178 -2.82946 -4.50299 0.103 0.391 -0.048 0.129
P -2.43086 1.16073 -2.16680 -2.658 2.463 -1.477 0.618
N 0.48566 -0.18133 5.95323 0.089 -2.053 -1.157 -0.298
H -2.87168 -0.13482 1.18431 -0.045 0.063 -0.010 0.071
H -4.03977 4.44322 -1.80390 0.032 -0.015 0.036 0.081
H -4.95727 -0.01465 0.18967 0.036 -0.038 0.009 0.086
H -3.86472 0.48881 5.06108 0.001 -0.019 0.013 0.091
N 5.10618 -2.92855 -5.61838 -0.003 -0.085 0.691 0.022
C -3.27587 0.64432 5.97489 -0.126 -0.012 -0.192 -0.117
H -3.86790 3.79079 -3.43422 -0.013 0.133 0.060 0.070
H -3.02712 1.69641 6.05418 -0.015 -0.042 -0.052 0.043
C 1.47430 -1.18419 5.53038 0.115 0.183 -0.256 -0.128
O -1.06704 1.15215 -2.74449 0.818 -1.417 1.644 -0.284
H -4.81910 2.92648 -2.20092 0.053 -0.089 -0.075 0.079
C 5.48509 -1.86851 -4.61631 -0.548 -0.609 -0.816 -0.669
H 4.67126 -0.01587 -2.72860 0.049 0.035 0.281 0.097
H -1.79356 4.61607 -1.41866 -0.074 -0.002 -0.023 0.079
H 0.29848 1.01181 2.56700 0.012 -0.022 0.038 0.073
S 5.53928 -0.28293 -5.47819 -0.110 0.345 0.257 0.797
H 2.39411 -1.07076 6.10450 -0.015 0.063 0.021 0.079
H 1.44524 1.54753 -2.91794 -0.126 0.176 -0.332 0.041
H -2.08597 -1.04631 -0.11622 -0.044 -0.033 0.085 0.085
H -3.90697 0.41559 6.83625 -0.012 -0.113 -0.039 0.083
N 4.43646 -3.73851 -1.14727 0.197 0.337 0.055 -0.167
C 3.86476 -0.74391 -2.80212 -0.416 0.002 -1.249 -0.229
C -2.37782 -0.04303 0.21781 0.199 0.139 0.063 -0.120
C -3.78167 1.22952 -4.55336 0.173 0.057 -0.142 -0.114
H -1.26757 3.96534 -2.98870 0.006 0.035 0.015 0.085
O 5.85452 -1.51867 -1.11711 -0.518 0.090 0.123 -0.292
H -5.23420 0.50354 -1.46997 0.053 0.027 -0.058 0.070
C -3.11159 -0.89008 -3.62744 0.110 -0.179 0.205 -0.130
O -1.51346 -0.48434 3.61601 2.023 -2.048 -0.219 -0.292
H -3.12546 -1.48821 -2.71179 0.076 0.023 -0.035 0.067
H -2.89920 1.41422 -5.18013 -0.009 -0.031 0.001 0.093
C -3.91788 3.51808 -2.37347 -0.292 -0.058 0.434 -0.144
H -2.09447 2.96856 4.81977 0.032 0.085 0.004 0.077
N -2.08260 -0.18480 6.04029 0.306 0.661 0.402 -0.331
H -4.25445 2.17766 -4.32895 0.058 -0.024 -0.014 0.041
H 1.27681 -0.07854 7.84895 0.017 -0.048 -0.040 0.086
H 2.94788 -0.08385 -4.66533 0.039 -0.215 -0.054 0.067
P 5.55571 -2.81344 -2.08813 0.456 -0.833 -0.500 0.895
C 3.50170 -3.11442 -3.88010 0.266 -1.017 -0.059 -0.106
H -1.03979 2.59490 6.20682 -0.027 -0.099 -0.024 0.077
H -0.09664 -1.19606 7.75846 0.033 0.014 -0.008 0.073
H 4.66575 -4.71554 -1.29088 -0.104 -0.068 0.088 0.032
P -0.84492 -0.00507 4.86284 -2.566 3.337 1.265 0.657
C 4.44760 -2.00625 -3.44300 0.634 0.318 1.700 -0.521
H 3.11151 -3.74966 -3.09086 -0.008 0.254 0.278 0.099
C 2.48941 1.35846 -3.14867 0.409 -0.387 0.494 -0.088
H -1.46373 0.53204 0.37543 -0.021 0.005 -0.046 0.069
H 1.72388 -1.04274 4.47619 -0.019 -0.017 0.011 0.078
H 1.11255 -2.21171 5.65725 0.050 -0.005 0.062 0.080
H -2.82701 -2.04339 5.30869 -0.057 0.022 0.033 0.081
H -1.52916 -2.16091 6.50752 -0.033 -0.012 -0.076 0.067
H 6.40214 -1.78819 -0.37408 0.252 0.069 -0.061 0.050
H 1.79124 -0.64228 -3.47328 0.064 -0.241 0.013 0.103
H 4.26446 -2.50731 -6.01958 0.248 -0.003 -0.596 0.095
H 0.20560 2.75320 2.86312 0.058 -0.032 -0.040 0.083
C -0.31449 1.80059 2.99431 -0.294 0.580 -0.014 -0.136
H 4.54437 -3.53578 -0.16022 -0.227 0.037 0.058 0.032
H -4.50713 0.65899 -5.13687 0.079 -0.091 -0.009 0.083
H 3.49464 -0.97846 -1.80531 0.116 0.078 0.140 0.114
O 4.76492 -5.07570 -4.66461 -0.015 0.115 -0.100 0.125
C 2.72827 -0.09892 -3.59845 -0.343 0.534 0.038 -0.260
H -4.49893 -1.07394 -1.15492 0.004 0.016 0.043 0.072
N -2.73061 2.82476 -1.92364 0.319 0.086 -0.531 -0.301
H 3.03881 1.52937 -2.21918 -0.014 0.085 0.069 0.068
C -4.54663 -0.02981 -0.82230 -0.161 0.016 -0.034 -0.133
N -3.25012 0.63097 -0.75831 1.675 -1.451 -0.034 -0.292
```
Positions in Å, forces in eV/Å.

E_tot (hartree): -2915.7866
SMILES string: CCC[C@@]1(P(N)O)CC(=O)N[C@H]1S.CN(C)P(=O)(N(C)C)N(C)C.CN(C)P(=O)(N(C)C)N(C)C
E_HOMO (eV): -8.09

[2]
Formula: C27H29N5O3
Source: OMol25
Level of theory: the ωB97M-V functional and the def2-TZVPD basis

Structure (XYZ):
```
64
Properties=species:S:1:pos:R:3:forces:R:3:lowdin_charge:R:1
C 0.12395 -2.33584 4.49268 0.158 -0.095 -0.120 -0.120
C 1.67870 5.27203 -5.31437 -0.030 -0.434 0.170 -0.064
H 0.44706 -4.43817 4.06352 0.125 0.067 0.015 0.121
H -5.69693 0.65211 2.29406 -0.052 0.065 0.008 0.104
H 1.62650 3.04455 -1.71887 0.023 0.002 0.050 0.118
C 0.31588 -3.79292 -0.65400 0.009 -0.261 -0.360 -0.190
N 0.07018 0.10146 -1.27819 0.263 0.026 0.059 -0.065
C 0.76696 -3.46754 3.67426 0.102 -0.030 0.218 -0.155
H -0.94656 -2.52746 4.59536 -0.005 0.010 0.074 0.110
N -1.61341 -2.26100 0.90741 0.069 0.015 -0.548 0.177
C 1.24141 -2.84915 1.37994 -0.007 0.018 -0.251 -0.463
H 0.36136 -1.64898 -2.41180 -0.010 0.035 0.010 0.118
H -0.49747 1.85823 -2.29223 -0.099 0.017 0.047 0.137
H -1.76709 -0.54036 3.74559 -0.093 -0.056 0.027 0.109
C 0.51236 -0.57204 -2.48544 0.202 -0.247 -0.255 -0.134
C 0.32425 -0.99323 3.83933 -0.071 0.024 0.122 -0.232
C 0.10458 1.54107 -1.42998 0.299 0.292 0.312 -0.141
H 2.76265 5.34439 -5.29284 0.102 0.063 -0.023 0.078
C 1.56119 1.96180 -1.61325 -0.129 0.073 -0.141 -0.114
H -0.08955 -0.21746 -3.33352 -0.003 -0.135 0.091 0.130
C -4.78255 -1.28788 2.38966 0.070 -0.338 0.074 -0.082
N 0.40405 -3.37483 2.27897 -0.288 -0.201 0.283 0.087
N 0.08446 -4.78139 -1.18026 -0.099 -0.476 -0.255 0.182
C -0.59456 1.01129 2.86363 -0.038 0.104 -0.022 -0.089
H 1.28079 5.75051 -4.42358 -0.035 0.109 0.059 0.077
C 1.77389 0.67347 2.87953 0.105 0.031 -0.002 -0.073
C 0.67713 1.44530 2.53480 -0.013 0.096 -0.034 -0.094
C -0.69405 -1.74980 0.13851 -0.495 0.088 0.268 -0.126
C -3.88055 0.60303 1.19190 -0.149 -0.041 0.093 -0.020
C -2.79149 -0.18547 0.77694 -0.019 -0.659 0.195 -0.233
C -0.76795 -0.20415 3.50315 0.016 -0.001 0.057 -0.044
O 1.01012 1.20393 -4.97779 -0.072 -0.023 -0.113 0.122
H -3.93022 1.62737 0.85680 0.005 0.112 -0.036 0.114
H 3.23972 1.51465 -2.88479 -0.075 0.002 -0.021 0.157
C 1.97743 -0.23694 -2.75999 -0.178 0.064 -0.234 -0.111
H 0.16123 3.72130 -5.37531 0.160 -0.036 -0.028 0.130
O 1.75779 3.16060 -4.19623 0.152 0.317 0.207 -0.005
C 1.25279 3.81735 -5.36216 -0.188 0.148 -0.471 -0.218
H -0.31928 1.98838 -0.53106 0.041 0.040 -0.176 0.112
C 1.59985 -0.53010 3.53743 -0.038 0.031 0.066 -0.046
C -2.71326 -1.53295 1.20964 -0.058 0.577 -0.172 -0.216
H 2.12616 1.66191 -0.72850 -0.009 0.021 0.030 0.121
C -0.85372 -0.43863 -0.43218 -0.718 0.461 0.439 -0.204
C 0.58370 -2.54105 0.00330 0.357 0.418 0.318 -0.141
C -3.72720 -2.07620 2.01395 -0.206 0.089 0.093 -0.020
H 1.64813 3.31173 -6.24998 -0.106 0.062 0.133 0.127
O 2.42466 -2.64775 1.53540 0.318 0.082 -0.045 0.081
H 2.46405 -1.11921 3.80288 0.097 -0.095 -0.019 0.116
C -4.85470 0.05270 1.98079 0.072 0.260 -0.096 -0.075
N -1.85147 0.32707 -0.03892 0.283 -0.129 -0.478 0.200
H -1.45583 1.61384 2.61586 -0.066 0.050 -0.034 0.100
H -0.58802 -3.35211 2.03941 0.297 -0.047 -0.002 0.117
H 2.60940 -0.62822 -1.96010 0.002 -0.023 0.025 0.121
H 1.33817 -1.98452 -0.55615 -0.105 -0.087 0.150 0.132
H 0.56628 -2.33814 5.49182 -0.083 -0.057 0.053 0.121
H 0.81340 2.38646 2.02200 0.020 0.097 -0.039 0.099
H -5.56867 -1.69445 3.00839 -0.049 -0.052 0.039 0.103
H 2.77129 1.00967 2.63723 0.091 0.028 -0.023 0.105
H 2.27599 -0.70187 -3.69981 0.040 -0.027 0.028 0.125
C 2.17050 1.27906 -2.84509 0.064 -0.064 0.035 -0.211
C 1.56749 1.84256 -4.12344 0.185 -0.268 0.140 -0.475
H 1.85614 -3.40817 3.72136 -0.124 -0.083 0.050 0.117
H -3.65246 -3.10965 2.31719 0.018 -0.102 0.044 0.114
H 1.30538 5.78981 -6.19287 -0.033 0.070 -0.083 0.078
```
Positions in Å, forces in eV/Å.

E_tot (hartree): -1545.8350
SMILES string: CCOC(=O)C1CCN(c2nc3ccccc3nc2[C@H](C#N)C(=O)NCCc2ccccc2)CC1
ΔE to the lowest compared entry with this formula, charge and spin (kcal per mole): 12.6
E_HOMO (eV): -8.42

[3]
Formula: C8H11NO2
Source: OMol25
Level of theory: the ωB97M-V functional and the def2-TZVPD basis

Structure (XYZ):
```
22
Properties=species:S:1:pos:R:3:forces:R:3:lowdin_charge:R:1
O 0.11613 1.67054 2.62715 -0.432 1.480 2.497 0.082
H -0.08029 2.04906 1.80100 -0.490 0.658 -1.980 0.061
C 0.28402 0.45906 -3.45953 1.527 -2.500 0.776 -0.054
C -0.97600 1.01414 -1.28416 0.897 0.805 2.562 -0.179
H 0.51392 -1.36244 3.63845 1.449 -1.500 0.687 0.061
C 0.72702 -0.27395 1.58332 -0.346 -1.319 -2.271 -0.007
H -0.72645 -1.71979 -2.09158 -1.210 -1.595 -1.243 0.071
C 0.06483 -0.44742 3.82674 -3.497 2.835 -0.242 -0.006
H -0.12541 1.37528 -3.65803 -1.207 2.330 -0.925 0.030
H 1.12743 0.62175 -1.40952 -1.432 -0.408 -0.600 0.160
H -0.17043 -0.33240 -4.10225 0.177 0.574 0.690 0.090
C 0.17576 0.24393 -1.92085 0.359 -0.265 -0.264 -0.307
C -0.09535 -1.20031 -1.47153 1.440 2.600 0.952 -0.075
H 1.35361 0.54041 -3.72958 -0.505 -0.240 0.046 0.085
C 0.15311 0.35256 2.56902 1.535 -1.658 -0.314 -0.421
C 0.25788 -1.63800 -0.26101 -2.327 -2.255 -1.834 -0.178
N 1.01895 -0.99847 0.62711 1.729 1.017 2.033 0.103
H -0.11871 -2.67858 -0.05037 0.769 1.045 0.342 0.137
H -1.02906 -0.65496 3.97081 0.756 0.103 0.263 0.100
H -2.03448 1.13883 -1.57820 0.360 -0.582 -1.084 0.140
O -0.76707 1.50906 -0.17803 -0.216 0.041 -0.791 0.006
H 0.33061 0.33169 4.55104 0.661 -1.168 0.702 0.100
```
Positions in Å, forces in eV/Å.

E_tot (hartree): -516.5258
SMILES string: CC(O)=C=N/C=C\[C@@H](C)C=O
ΔE to the lowest compared entry with this formula, charge and spin (kcal per mole): 108.4
E_HOMO (eV): -7.58